Entry 1:
{
  "formula": "C33H43B2ClF24N3O11S2",
  "method": "ωB97M-V/def2-TZVPD",
  "gap_ev": 7.2,
  "total_charge": 1,
  "homo_energy_ev": -12.0,
  "lumo_ev": -4.9,
  "elements": ["C", "C", "O", "O", "C", "C", "C", "C", "C", "C", "C", "B", "O", "O", "C", "O", "N", "C", "O", "F", "N", "C", "C", "C", "F", "C", "F", "F", "C", "Cl", "C", "B", "O", "N", "C", "C", "C", "C", "F", "C", "S", "S", "O", "O", "C", "F", "F", "F", "H", "H", "H", "H", "H", "H", "H", "H", "H", "H", "H", "H", "H", "H", "H", "H", "H", "H", "H", "H", "H", "H", "H", "H", "H", "H", "H", "H", "H", "H", "H", "H", "H", "H", "H", "C", "C", "C", "F", "F", "F", "F", "O", "C", "C", "F", "F", "F", "F", "H", "H", "H", "H", "C", "C", "C", "F", "F", "F", "F", "O", "C", "C", "F", "F", "F", "F", "H", "H", "H", "H"],
  "coordinates": [[-7.325, 0.654, 0.579], [-6.604, 2.164, 0.588], [-6.473, 2.717, 1.819], [-6.123, 2.765, -0.664], [-5.020, 3.713, -0.451], [-3.605, 2.982, 0.059], [-3.082, 1.901, -1.106], [-1.797, 2.416, -1.966], [-0.299, 2.094, -1.455], [0.210, 2.687, -0.014], [0.419, 1.494, 1.151], [0.320, 2.014, 2.702], [1.103, 1.441, 3.858], [-0.596, 3.121, 3.160], [-0.960, 0.533, 1.079], [-2.035, 0.827, 1.868], [-1.154, -0.715, 0.276], [-1.900, -1.801, 1.026], [-1.321, -2.775, 1.765], [-3.406, -1.745, 0.960], [1.667, 0.648, 0.814], [1.771, -0.666, 1.572], [3.159, -1.101, 2.275], [3.129, -2.685, 2.772], [4.453, -3.231, 3.251], [1.939, -3.577, 2.736], [1.236, -3.994, 3.979], [1.489, -4.087, 1.398], [2.937, 1.371, 0.516], [3.633, 0.236, -0.856], [2.970, 2.969, 0.173], [3.578, 3.714, 1.561], [4.412, 4.970, 1.550], [3.469, 3.179, 2.977], [4.854, 2.692, 3.457], [3.088, 4.214, 4.000], [4.188, 3.154, -0.895], [5.698, 2.719, -0.304], [4.570, 4.560, -1.291], [1.543, 3.701, -0.115], [1.196, 5.057, 1.220], [1.467, 4.918, -1.557], [2.022, 4.393, -2.894], [2.263, 6.238, -1.176], [-0.219, 5.678, -1.900], [-0.164, 7.191, -2.007], [-0.577, 5.273, -3.291], [-1.248, 5.449, -0.876], [-6.943, 0.002, -0.340], [-7.024, 0.017, 1.542], [-8.483, 0.849, 0.561], [-4.842, 4.260, -1.497], [-5.378, 4.541, 0.297], [-2.825, 3.819, 0.293], [-3.881, 2.468, 1.072], [-3.044, 0.797, -0.725], [-3.989, 1.906, -1.888], [-1.891, 1.822, -3.004], [-2.049, 3.516, -2.265], [0.411, 2.427, -2.361], [-0.204, 0.903, -1.545], [-0.710, 3.315, 0.416], [0.660, 1.715, 4.714], [-1.238, 2.682, 3.821], [-0.319, -1.064, -0.224], [1.343, 0.308, -0.157], [0.967, -0.814, 2.438], [1.513, -1.579, 0.838], [4.139, -0.974, 1.653], [3.265, -0.467, 3.281], [3.816, 1.254, 1.307], [4.002, 5.656, 0.949], [5.232, 1.745, 2.886], [4.806, 2.382, 4.610], [5.673, 3.547, 3.342], [2.823, 5.274, 3.589], [2.159, 3.767, 4.603], [3.930, 4.370, 4.826], [3.985, 2.696, -1.979], [6.321, 2.455, -1.287], [6.259, 3.614, 0.200], [5.690, 1.757, 0.345], [-0.184, 5.162, 1.434], [-3.434, -1.458, -6.497], [-2.887, -0.610, -5.337], [-3.835, -0.437, -4.156], [-4.998, 0.153, -4.503], [-3.274, 0.356, -3.204], [-2.471, 0.590, -5.824], [-1.752, -1.235, -4.882], [-4.020, -0.742, -7.588], [-5.375, -0.341, -7.399], [-5.543, 1.181, -7.294], [-4.768, 1.711, -6.315], [-6.828, 1.512, -6.996], [-5.885, -1.004, -6.332], [-6.057, -0.805, -8.481], [-2.570, -1.967, -6.942], [-4.080, -2.273, -6.149], [-4.062, -1.400, -3.688], [-5.271, 1.666, -8.236], [2.626, -7.763, 1.472], [1.174, -8.063, 1.877], [0.869, -7.905, 3.362], [1.622, -8.713, 4.138], [-0.427, -8.227, 3.622], [0.834, -9.300, 1.426], [0.375, -7.187, 1.185], [3.502, -8.890, 1.361], [4.064, -9.351, 2.587], [3.555, -10.739, 2.998], [2.201, -10.784, 3.070], [4.022, -11.087, 4.227], [3.864, -8.411, 3.543], [5.410, -9.394, 2.389], [2.586, -7.353, 0.455], [3.069, -6.960, 2.072], [1.022, -6.871, 3.689], [3.877, -11.497, 2.279]],
  "forces_ev_per_a": [[0.70, 0.23, -0.74], [0.69, 1.47, 5.54], [-0.38, -2.83, -8.15], [-0.05, -1.47, 3.57], [1.07, 1.60, -0.03], [-1.10, -0.20, -0.08], [-1.57, 0.99, -0.19], [-1.37, -0.89, -1.19], [0.76, -0.76, -1.67], [-1.18, 0.13, -0.06], [-1.55, 0.69, -0.57], [-0.14, 1.82, 5.11], [-2.75, 0.78, -2.61], [0.61, -3.86, -0.60], [-6.22, -0.26, 3.65], [7.45, -1.39, -4.70], [0.01, 0.70, 2.43], [0.84, -5.04, 4.41], [-4.24, 7.44, -5.85], [5.66, 0.20, -0.14], [-2.07, -0.50, -1.61], [-0.30, -4.49, 1.56], [1.34, -0.57, 0.74], [-0.78, -1.54, -0.93], [-4.38, 2.25, -0.04], [1.38, 0.76, 0.47], [2.64, 0.05, -4.77], [0.23, 2.29, 4.78], [3.31, 0.45, -0.23], [-0.75, 1.05, 0.81], [0.63, 0.93, 0.02], [1.89, 2.95, 2.07], [-3.57, -2.04, -1.34], [1.84, 0.10, -0.41], [0.99, -0.51, 0.55], [-1.00, 0.65, 2.00], [2.79, 0.92, -1.96], [0.06, -0.61, -1.50], [-1.82, -2.46, 1.23], [-2.87, -0.54, 1.50], [0.08, -0.54, 0.49], [7.53, 4.49, -4.32], [-2.79, 0.43, 4.54], [-3.34, -5.25, -0.58], [-3.96, 3.69, -2.07], [0.13, -5.65, 0.60], [0.65, 0.98, 5.14], [2.99, 0.22, -3.48], [-1.12, 1.69, 1.75], [-0.65, 2.03, -1.97], [2.36, -0.57, -0.08], [-0.50, -1.46, 2.18], [0.84, -1.73, -1.25], [-1.45, -1.44, -0.53], [0.70, 0.83, -1.94], [0.22, 2.21, -0.60], [2.15, -0.02, 1.81], [0.58, 1.53, 2.42], [1.00, -1.88, 0.83], [-1.29, -0.46, 2.20], [-0.15, 2.34, 0.54], [2.19, -1.43, -0.88], [0.83, -0.23, -1.50], [1.26, 1.16, -1.45], [-0.89, -0.16, 0.54], [1.07, 0.73, 1.33], [1.54, 1.07, -1.97], [0.60, 2.35, 1.25], [-2.00, -0.05, 0.92], [-0.14, -1.46, -2.06], [-2.64, -0.05, -1.21], [1.06, -0.98, 0.36], [-0.73, 1.64, 0.81], [-0.07, 0.68, -2.65], [-1.71, -1.78, 0.24], [0.48, -2.16, 0.61], [1.84, 1.19, -1.33], [-1.69, -0.28, -2.00], [0.18, 0.79, 2.78], [-1.38, 0.52, 2.22], [-1.57, -1.71, -0.79], [0.07, 1.74, -0.96], [1.13, -0.83, -0.56], [0.32, -0.73, -0.75], [0.36, 0.43, -1.09], [-0.51, 0.01, 0.61], [0.54, -0.15, 0.53], [0.19, -0.59, -0.50], [-0.18, -0.25, 0.44], [-0.44, -0.09, 0.33], [-1.24, 0.73, 1.13], [0.70, -1.96, -0.35], [-0.20, 0.98, -0.03], [-0.08, -0.16, -0.50], [0.31, -0.53, -0.15], [-0.37, 0.41, -0.66], [0.34, 0.76, 0.48], [-0.06, 0.36, 0.09], [0.03, 0.36, 0.12], [0.10, -0.07, -0.15], [0.00, -0.24, -0.04], [0.50, 0.42, -0.84], [0.14, -0.82, -0.87], [-0.77, 0.01, 0.87], [-0.48, 0.36, -0.08], [0.14, 0.12, -0.39], [0.03, 0.44, 0.35], [0.22, 0.16, 0.52], [-0.19, -0.40, 1.76], [0.34, 1.74, -1.02], [-0.40, -0.94, 0.28], [0.61, -0.05, -0.29], [0.15, 0.46, -0.38], [0.59, -0.65, -0.07], [-0.71, -0.47, 0.12], [-0.15, -0.32, 0.15], [-0.21, -0.29, 0.13], [0.08, 0.05, -0.17], [0.12, 0.20, -0.07]]
}

***

Entry 2:
{
  "formula": "C29H44N8OS2Sc",
  "method": "ωB97M-V/def2-TZVPD",
  "gap_ev": 8.0,
  "relative_energy_kcal_mol": 21.4,
  "total_charge": 1,
  "homo_energy_ev": -10.1,
  "lumo_ev": -2.1,
  "elements": ["Sc", "C", "C", "N", "C", "C", "N", "C", "C", "C", "N", "C", "C", "N", "C", "H", "H", "H", "H", "H", "H", "H", "H", "H", "H", "H", "H", "H", "H", "H", "H", "H", "H", "H", "H", "H", "H", "H", "H", "C", "C", "N", "N", "C", "S", "S", "C", "C", "C", "C", "C", "C", "C", "C", "C", "C", "C", "C", "C", "O", "H", "H", "H", "H", "H", "H", "H", "H", "H", "H", "H", "H", "H", "H", "C", "N", "C", "C", "N", "H", "H", "H", "H", "H", "H"],
  "coordinates": [[0.925, -0.113, 0.700], [3.243, -0.113, 3.372], [2.591, 1.261, 3.241], [1.227, 1.171, 2.685], [0.238, 0.922, 3.751], [-1.074, 0.507, 3.123], [-0.844, -0.753, 2.397], [-1.086, -1.932, 3.254], [-0.198, -3.110, 2.897], [-0.105, -3.363, 1.396], [0.956, -2.550, 0.763], [2.292, -3.081, 1.099], [3.380, -2.232, 0.481], [3.249, -0.826, 0.930], [4.047, -0.533, 2.151], [2.480, -0.866, 3.599], [3.927, -0.104, 4.223], [3.187, 1.892, 2.580], [2.554, 1.757, 4.216], [1.004, 2.068, 2.259], [0.118, 1.805, 4.387], [0.618, 0.116, 4.383], [-1.404, 1.265, 2.412], [-1.853, 0.403, 3.884], [-1.502, -0.783, 1.625], [-2.139, -2.221, 3.180], [-0.914, -1.651, 4.294], [-0.579, -4.001, 3.397], [0.801, -2.940, 3.303], [-1.051, -3.122, 0.905], [0.089, -4.424, 1.205], [0.855, -2.636, -0.250], [2.393, -4.119, 0.763], [2.405, -3.084, 2.185], [3.292, -2.255, -0.603], [4.360, -2.637, 0.747], [3.609, -0.243, 0.183], [4.760, 0.261, 1.917], [4.638, -1.416, 2.403], [0.082, 3.905, -1.936], [-0.501, 2.534, -2.058], [0.122, 1.665, -2.752], [-0.537, 0.459, -2.930], [0.084, -0.580, -2.555], [1.629, -0.641, -1.712], [-0.534, -2.202, -2.856], [-1.969, -1.944, -3.948], [-3.294, -2.131, -3.272], [-3.790, -1.171, -2.396], [-5.015, -1.359, -1.777], [-5.758, -2.507, -2.021], [-5.271, -3.466, -2.896], [-4.045, -3.275, -3.518], [-1.785, 2.259, -1.362], [-2.946, 2.912, -1.755], [-4.158, 2.668, -1.126], [-4.203, 1.766, -0.076], [-3.052, 1.110, 0.336], [-1.828, 1.348, -0.294], [-0.710, 0.751, 0.135], [0.976, 3.999, -2.549], [-0.645, 4.654, -2.257], [0.323, 4.124, -0.893], [-1.854, -0.943, -4.362], [-1.850, -2.675, -4.748], [-3.214, -0.270, -2.215], [-5.399, -0.600, -1.109], [-6.715, -2.648, -1.537], [-5.845, -4.360, -3.100], [-3.669, -4.023, -4.207], [-2.901, 3.611, -2.581], [-5.055, 3.174, -1.454], [-5.138, 1.567, 0.432], [-3.117, 0.398, 1.150], [3.365, 2.649, -2.969], [3.538, 2.950, -1.543], [4.618, 3.842, -1.137], [2.796, 2.358, -0.659], [2.139, 1.816, 0.130], [3.246, 3.586, -3.515], [2.472, 2.039, -3.100], [4.244, 2.121, -3.340], [4.467, 4.827, -1.581], [5.576, 3.442, -1.473], [4.630, 3.940, -0.054]],
  "forces_ev_per_a": [[-0.35, 0.10, 0.00], [0.02, 0.00, -0.02], [0.02, 0.01, 0.02], [-0.01, 0.02, 0.03], [-0.06, -0.01, -0.01], [0.04, 0.02, 0.04], [-0.03, 0.01, -0.05], [0.01, -0.03, 0.01], [-0.02, 0.01, -0.02], [-0.01, 0.01, 0.03], [0.03, 0.04, -0.05], [0.03, 0.03, 0.00], [-0.03, -0.05, -0.01], [0.06, 0.02, 0.07], [0.01, -0.01, 0.03], [0.01, 0.00, 0.01], [0.00, 0.00, 0.00], [0.00, 0.00, 0.00], [0.00, 0.01, -0.02], [0.00, -0.02, 0.00], [0.01, -0.01, -0.01], [-0.01, 0.00, 0.00], [0.02, 0.01, 0.05], [0.01, 0.00, -0.01], [0.01, -0.01, -0.01], [0.00, 0.00, 0.01], [0.01, 0.00, 0.00], [-0.02, 0.00, 0.00], [0.00, -0.02, 0.01], [0.00, -0.02, -0.02], [0.01, 0.02, -0.01], [-0.01, -0.01, 0.03], [0.00, 0.01, 0.00], [0.01, -0.01, -0.01], [0.00, -0.01, 0.00], [-0.01, 0.01, 0.00], [-0.02, 0.00, 0.00], [0.01, -0.01, 0.01], [-0.01, 0.01, 0.00], [0.01, 0.08, 0.03], [-0.01, -0.16, -0.09], [-0.03, 0.14, 0.04], [-0.04, -0.05, -0.01], [-0.06, -0.01, -0.08], [0.08, -0.11, -0.13], [0.04, -0.02, 0.05], [0.06, -0.02, -0.02], [-0.04, -0.02, 0.02], [0.01, 0.06, -0.01], [-0.01, 0.02, 0.02], [-0.01, -0.03, 0.00], [-0.02, 0.01, 0.02], [0.04, -0.01, 0.02], [0.01, -0.08, 0.11], [-0.02, 0.00, -0.02], [-0.01, 0.02, -0.02], [0.04, -0.03, 0.02], [-0.03, 0.02, -0.06], [0.00, 0.17, -0.07], [0.22, -0.28, 0.08], [-0.01, 0.00, -0.01], [0.00, 0.02, 0.01], [-0.01, 0.00, 0.00], [-0.01, 0.00, 0.01], [0.02, 0.05, -0.04], [0.01, 0.00, 0.02], [0.00, 0.02, 0.02], [-0.01, 0.00, -0.01], [-0.01, 0.00, 0.00], [0.00, -0.01, -0.01], [-0.01, 0.00, 0.00], [0.00, 0.01, 0.00], [-0.01, 0.00, -0.01], [0.02, -0.01, -0.01], [-0.01, -0.01, -0.03], [0.00, 0.04, -0.13], [0.04, 0.03, 0.00], [-0.04, -0.04, 0.23], [0.06, 0.09, -0.05], [0.01, 0.00, 0.00], [0.01, -0.01, -0.01], [-0.01, 0.00, -0.01], [0.00, -0.01, 0.00], [-0.01, 0.00, 0.01], [0.00, 0.00, -0.01]]
}

***

Taking the records one at a time from the top gives electronic energy values of -162648.545, -87125.521 eV.
Taking the records one at a time from the top gives F_max values of 10.37, 0.37 eV/A.